# 1
Below is the molecule C6H8FNO2 at a distorted geometry, with properties calculated with ωB97M-V/def2-TZVPD.

Positions of all 18 atoms, in Å:
C -2.05240 -1.86653 0.27465
C -0.61085 -0.18318 1.19482
C -2.73869 0.43972 0.30971
C 1.36675 1.16291 1.07515
C 0.79814 -0.12995 -1.03792
C 0.74562 -0.10468 0.47958
N -2.90039 -0.92696 -0.06282
O -3.65278 1.23984 0.12856
O -1.52684 0.73214 0.76731
F 1.47561 -1.20883 0.96398
H -2.26039 -2.96722 0.22509
H 0.63488 1.87165 1.15176
H 1.92737 0.96195 2.06430
H 2.02708 1.48288 0.17668
H 0.02030 0.35922 -1.37520
H 0.85075 -1.21278 -1.51758
H 1.68063 0.31332 -1.25982
H -3.87331 -0.87790 -0.39738

Energy relative to the best compared isomer or geometry (same formula, charge and spin): 146.0 kcal/mol
DFT total energy: -14647.9398 eV
Gap between HOMO and LUMO (spin up / spin down): 7.4989 / 7.4984 eV
Charge: 0

=====

# 2
Below is the ion C6H8IN2S2 with charge +1 at a distorted geometry, with properties calculated with ωB97M-V/def2-TZVPD.

Positions of all 19 atoms, in Å:
C -0.01461 -1.78363 -1.49929
C -1.29480 -1.74645 -1.95496
C -1.05697 -0.15981 -0.43748
C -1.37825 0.95887 0.47349
C 1.33845 -0.47143 0.14436
C 1.06091 0.31598 1.41487
N 0.10716 -0.79964 -0.55194
N -1.92083 -0.72842 -1.29165
S 0.13655 1.83715 1.01371
S -3.55411 -1.38458 -5.04326
I -2.36136 -2.78984 -3.67537
H 0.79122 -2.43529 -1.76638
H -2.01287 1.69168 -0.02654
H -1.90827 0.58840 1.35854
H 1.96631 0.12426 -0.52974
H 1.86412 -1.40395 0.37282
H 0.48435 -0.26513 2.13574
H 1.99483 0.63166 1.87437
H -2.88488 -0.45673 -1.43449

DFT total energy: -39094.8254 eV
Gap between HOMO and LUMO: 7.1584 eV
Charge: +1

=====

# 3
Below is the ion C6H8IN4O3 with charge +1 at a distorted geometry, with properties calculated with ωB97M-V/def2-TZVPD.

Positions of all 22 atoms, in Å:
C -2.10604 -3.26768 -0.46702
C -0.60450 -3.02108 -1.16003
O 0.32968 -3.92111 -0.84361
O -0.45598 -1.88403 -2.08160
C 0.74480 -1.08316 -1.79714
O 2.00896 -1.55294 -1.74385
C 0.60565 0.56765 -1.56613
N 1.60110 1.02947 -0.49125
C 1.18355 1.72670 0.64350
N 2.14100 2.16767 1.75656
C 1.18877 2.82994 2.76560
N -0.22588 2.79699 2.20963
I -1.98795 3.55069 3.00931
N -0.23914 2.15967 0.97359
H -2.63888 -4.15740 -1.05792
H -2.80992 -2.33721 -0.55775
H -2.00342 -3.66507 0.65301
H 0.83865 1.08834 -2.61389
H -0.51159 0.78358 -1.29218
H 2.63714 0.83930 -0.57332
H 1.43918 3.30682 3.82242
H -1.13519 2.04286 0.41208

Energy relative to the best compared isomer or geometry (same formula, charge and spin): 171.3 kcal/mol
DFT total energy: -26540.3624 eV
Gap between HOMO and LUMO: 7.7880 eV
Charge: +1
SMILES string: CC(=O)OC(=O)CNc1ncn(I)[nH+]1

=====

# 4
Below is the molecule C6H8INO at a distorted geometry, with properties calculated with ωB97M-V/def2-TZVPD.

Positions of all 17 atoms, in Å:
C -0.83012 0.40867 -1.07355
C -0.35095 -0.80314 -1.40770
C -0.53830 0.87705 0.32366
C 0.67773 -1.58028 -0.61463
C 1.44644 -0.71678 0.41993
C -1.63557 1.80661 0.78650
N 0.37946 0.56832 1.11315
O 1.90751 -1.48932 1.43304
I 3.02927 0.47219 -0.48271
H -1.62612 0.90971 -1.75562
H -0.49259 -1.34860 -2.36859
H -0.01185 -2.29031 0.05142
H 1.44518 -2.11894 -1.24439
H -1.55963 2.04177 1.85384
H -2.53679 1.29134 0.47968
H -1.52252 2.87037 0.31048
H 2.21884 -0.89867 2.17549

Energy relative to the best compared isomer or geometry (same formula, charge and spin): 1.2 kcal/mol
DFT total energy: -17983.6235 eV
2S+1: 3
Gap between HOMO and LUMO (spin up / spin down): 5.5122 / 5.8304 eV
Charge: 0

=====

# 5
Below is a cluster of 2 separate species, C6H8INO3S in total at a distorted geometry, with properties calculated with ωB97M-V/def2-TZVPD.

Positions of all 20 atoms, in Å:
C 2.71731 -0.86086 0.50901
C -1.35488 -1.49764 -1.30168
C 2.14219 -0.36398 -0.57584
C -0.61195 -0.53683 -1.00562
C -2.67834 1.93718 0.00120
C -2.82652 0.83340 0.96426
N -1.60191 2.67792 0.38653
O -3.38163 2.07160 -0.98345
O 0.28686 0.81283 1.09211
O 0.56932 1.78073 -1.16527
S 0.55997 0.59148 -0.30197
I -4.08477 -0.67158 0.49272
H 3.75861 -1.13934 0.41957
H 2.29104 -1.04658 1.50850
H -1.17218 -2.20340 -2.08725
H -2.33264 -1.45759 -0.83369
H 2.43087 0.09422 -1.51161
H -2.83770 1.11705 1.97567
H -0.99462 2.20133 1.02871
H -1.24216 3.35145 -0.27696

Energy relative to the best compared isomer or geometry (same formula, charge and spin): 100.7 kcal/mol
DFT total energy: -32913.1240 eV
Gap between HOMO and LUMO (spin up / spin down): 7.5193 / 7.6189 eV
Charge: 0

=====

# 6
Below is a structure of composition C6H8InLiO6 at a distorted geometry, with properties calculated with ωB97M-V/def2-TZVPD.

Positions of all 22 atoms, in Å:
Li 0.85273 2.17711 -1.13151
O -0.31233 1.04113 -0.02100
O 0.52657 0.32376 -1.96938
C 1.54192 -0.58462 -2.35779
C 1.97262 -1.26953 -1.05246
O 1.10546 -0.75128 -0.06481
C -0.04328 -0.14874 -0.71758
H 1.14247 -1.30647 -3.08437
H 2.36602 -0.00932 -2.79861
H 3.00543 -1.00592 -0.78429
H 1.86120 -2.36121 -1.10522
In 1.49712 1.00420 1.29829
O 0.54543 0.00043 2.74994
O -1.10569 -0.88142 -0.72900
C -1.97883 0.69548 0.35122
C -1.90982 0.53481 1.86557
O -1.51495 -0.73653 2.38035
C -0.26481 -0.94429 2.91919
H -2.69442 1.54408 0.36357
H -2.40250 0.62192 -0.66096
H -2.91456 0.72859 2.26829
H -1.27578 1.32780 2.28059

Energy relative to the best compared isomer or geometry (same formula, charge and spin): 0.0 kcal/mol
DFT total energy: -24009.5338 eV
Gap between HOMO and LUMO: 6.0845 eV
Charge: 0